Record 1
{
  "formula": "C52H33CuN4O4",
  "method": "ωB97M-V/def2-TZVPD",
  "s_squared": 0.7530,
  "homo_ev": [-4.04, -4.01],
  "charge": -1,
  "orbital_gap_ev": [5.496, 5.476],
  "spin_multiplicity": 2,
  "species": ["Cu", "C", "C", "C", "C", "C", "C", "C", "C", "C", "C", "C", "N", "C", "C", "C", "C", "C", "C", "C", "C", "C", "C", "C", "C", "C", "N", "C", "C", "C", "C", "C", "C", "C", "C", "C", "C", "C", "C", "N", "C", "C", "N", "C", "C", "C", "C", "C", "C", "H", "H", "H", "H", "H", "H", "H", "H", "H", "H", "H", "H", "H", "H", "H", "H", "H", "H", "H", "H", "H", "H", "H", "H", "H", "H", "H", "H", "O", "C", "O", "C", "C", "C", "C", "O", "C", "O", "C", "C", "H", "H", "H", "H", "H"],
  "xyz": [[0.205562, -0.415258, -0.056960], [-6.971308, -3.149634, 0.638148], [-6.716770, -1.785526, 0.671730], [-5.419385, -1.314800, 0.534031], [-4.356795, -2.197517, 0.355741], [-4.621968, -3.564501, 0.326283], [-5.918710, -4.037949, 0.466403], [-2.966217, -1.681168, 0.220452], [-2.314211, -1.855361, -0.990478], [-2.838973, -2.569074, -2.126838], [-1.843908, -2.626784, -3.045069], [-0.719447, -1.920265, -2.480536], [-1.027303, -1.460849, -1.258053], [0.496711, -1.682144, -3.165270], [1.433649, -0.762602, -2.748681], [2.634989, -0.405121, -3.483524], [3.181154, 0.641634, -2.844920], [2.357920, 0.900686, -1.664823], [2.735826, 1.824856, -0.678311], [3.500324, 3.012025, -1.140586], [4.413593, 3.769689, -0.396104], [5.051210, 4.877273, -0.932893], [4.792060, 5.294660, -2.229601], [3.852268, 4.597526, -2.971365], [3.210732, 3.495313, -2.430175], [2.383766, 1.577183, 0.676077], [1.287891, 0.893100, 1.047606], [1.325934, 0.764618, 2.417155], [0.348072, 0.207722, 3.206609], [0.562507, 0.169988, 4.679579], [0.568255, 1.329719, 5.448689], [0.774326, 1.266684, 6.820247], [0.981056, 0.041355, 7.437590], [0.980335, -1.120633, 6.676795], [0.768342, -1.057101, 5.308026], [-0.859581, -0.344320, 2.719155], [-1.975244, -0.720379, 3.534217], [-2.935401, -1.184666, 2.685740], [-2.377915, -1.123050, 1.366939], [-1.129371, -0.585785, 1.419442], [2.542052, 1.363136, 2.914431], [3.177799, 1.892712, 1.852240], [1.333225, 0.026848, -1.633579], [0.717592, -2.423021, -4.437035], [0.857105, -3.810230, -4.419140], [1.054757, -4.520441, -5.593690], [1.114678, -3.854614, -6.810791], [0.974326, -2.474599, -6.841573], [0.775382, -1.766921, -5.664385], [-7.983443, -3.518152, 0.747705], [-7.531743, -1.085041, 0.805374], [-5.217263, -0.251236, 0.562666], [-3.797532, -4.254889, 0.198965], [-6.105903, -5.104295, 0.445662], [-3.834087, -2.973950, -2.210604], [-1.872407, -3.082721, -4.021303], [3.007618, -0.917750, -4.354648], [4.102526, 1.150813, -3.071647], [4.650064, 3.511774, 0.617874], [5.760913, 5.420505, -0.320836], [5.295433, 6.159324, -2.642923], [3.593617, 4.922860, -3.971613], [2.432409, 3.011163, -3.002421], [0.407456, 2.283795, 4.961673], [0.773531, 2.177274, 7.406703], [1.146270, -0.008487, 8.506600], [1.153526, -2.079807, 7.148432], [0.782763, -1.957708, 4.705709], [-2.028099, -0.634730, 4.607321], [-3.910946, -1.565172, 2.941058], [2.878481, 1.339867, 3.937813], [4.158798, 2.323417, 1.876796], [0.816883, -4.325626, -3.467400], [1.168035, -5.596700, -5.557439], [1.269882, -4.408169, -7.728231], [1.015049, -1.945952, -7.785949], [0.657962, -0.690401, -5.688707], [3.390086, -1.333430, 0.528103], [2.539077, -2.048494, 1.075212], [1.302508, -2.120306, 0.831360], [3.005854, -2.913543, 2.250794], [2.090353, -3.669059, 2.971661], [2.476700, -4.440304, 4.073074], [3.808936, -4.414374, 4.403606], [4.443545, -5.053157, 5.450612], [5.831168, -4.814818, 5.243431], [5.974444, -3.798489, 4.264658], [4.722042, -3.664276, 3.690360], [4.357200, -2.900140, 2.612699], [1.057803, -3.638478, 2.648548], [1.767552, -5.028104, 4.640613], [6.308913, -5.737873, 4.888616], [6.282433, -4.482775, 6.179083], [5.050301, -2.293712, 2.046498]],
  "forces_ev_per_angstrom": [[0.03, 0.01, -0.05], [0.02, 0.01, 0.00], [-0.02, -0.01, 0.00], [0.02, 0.01, 0.01], [-0.05, -0.01, 0.00], [0.01, 0.00, 0.00], [0.00, 0.01, 0.00], [0.04, 0.02, 0.03], [0.01, -0.08, -0.01], [0.00, 0.06, -0.01], [0.02, -0.02, 0.03], [-0.02, -0.01, -0.09], [-0.04, -0.01, 0.04], [-0.02, 0.01, 0.03], [-0.04, 0.03, -0.03], [0.01, 0.00, 0.02], [-0.04, -0.02, 0.00], [0.15, 0.06, 0.00], [0.03, -0.16, 0.08], [-0.09, 0.05, -0.06], [0.07, -0.06, -0.06], [-0.01, 0.01, 0.00], [0.02, 0.01, 0.01], [-0.02, -0.03, 0.01], [-0.05, 0.11, 0.09], [-0.15, 0.07, -0.06], [0.06, -0.07, 0.01], [0.02, 0.05, -0.02], [0.00, 0.00, -0.06], [-0.01, -0.02, 0.06], [0.00, 0.00, -0.02], [0.00, 0.00, 0.01], [0.00, 0.00, -0.01], [0.00, 0.01, 0.01], [-0.01, 0.01, -0.02], [0.03, -0.05, 0.05], [-0.06, 0.02, -0.03], [0.05, -0.01, 0.05], [-0.07, 0.00, -0.04], [-0.05, 0.04, 0.05], [0.00, -0.01, -0.03], [-0.03, 0.02, 0.03], [0.10, -0.04, 0.04], [0.01, -0.03, -0.01], [0.00, -0.01, 0.00], [0.00, 0.01, -0.01], [0.00, 0.00, 0.02], [0.00, 0.00, -0.01], [0.00, 0.02, -0.01], [0.00, 0.00, 0.00], [0.00, 0.00, 0.00], [0.00, 0.00, 0.00], [0.01, 0.00, 0.00], [0.00, 0.00, 0.00], [-0.01, 0.01, 0.01], [0.01, 0.00, 0.00], [0.00, 0.00, -0.01], [0.00, 0.00, -0.03], [0.05, -0.08, 0.05], [0.00, 0.00, 0.00], [0.00, 0.01, 0.00], [0.00, 0.00, -0.01], [0.02, 0.01, -0.02], [0.00, 0.01, 0.00], [0.00, 0.00, 0.00], [0.00, 0.00, 0.01], [0.00, -0.01, 0.00], [0.00, 0.02, 0.02], [0.01, 0.01, 0.01], [-0.01, -0.01, -0.01], [0.00, 0.00, 0.01], [0.02, 0.08, -0.02], [0.00, 0.00, 0.00], [0.00, -0.01, 0.00], [0.00, 0.00, -0.01], [0.00, 0.00, 0.00], [0.00, 0.00, 0.00], [0.02, -0.08, -0.10], [0.02, 0.16, 0.26], [-0.04, -0.07, -0.20], [-0.04, -0.01, -0.01], [0.03, -0.04, -0.02], [0.01, 0.01, -0.01], [-0.03, -0.03, -0.01], [0.01, 0.06, 0.02], [0.05, -0.05, 0.00], [-0.02, 0.02, 0.05], [0.00, 0.02, -0.04], [0.03, -0.01, 0.01], [0.00, 0.00, -0.01], [-0.01, -0.01, 0.01], [-0.03, 0.02, -0.02], [0.01, -0.01, 0.01], [0.00, 0.01, 0.00]],
  "lowdin_charge": [0.63, -0.10, -0.09, -0.03, -0.20, -0.04, -0.09, -0.06, -0.22, -0.01, 0.00, -0.22, 0.09, -0.07, -0.20, 0.01, -0.01, -0.23, -0.04, -0.14, -0.03, -0.10, -0.11, -0.09, -0.05, -0.20, 0.09, -0.22, -0.05, -0.20, -0.04, -0.09, -0.10, -0.08, -0.01, -0.23, -0.01, -0.01, -0.23, 0.08, 0.01, 0.00, 0.09, -0.20, -0.03, -0.09, -0.11, -0.09, -0.04, 0.09, 0.10, 0.12, 0.12, 0.10, 0.10, 0.11, 0.11, 0.11, 0.08, 0.10, 0.09, 0.10, 0.11, 0.12, 0.10, 0.09, 0.10, 0.11, 0.11, 0.10, 0.11, 0.09, 0.13, 0.10, 0.09, 0.10, 0.12, 0.01, -0.63, -0.07, -0.12, -0.04, 0.00, -0.22, 0.01, -0.17, 0.02, -0.20, 0.07, 0.11, 0.11, 0.13, 0.13, 0.13]
}



Record 2
{
  "formula": "C52H35GaI4N6O3",
  "method": "ωB97M-V/def2-TZVPD",
  "e_above_lowest_kj_mol": 263.16,
  "homo_ev": [-7.57, -7.57],
  "charge": 0,
  "orbital_gap_ev": [5.836, 5.838],
  "spin_multiplicity": 1,
  "species": ["Ga", "I", "C", "C", "C", "C", "C", "C", "C", "C", "C", "C", "C", "C", "C", "C", "C", "C", "I", "C", "C", "C", "N", "C", "C", "C", "C", "C", "C", "I", "C", "C", "C", "C", "C", "C", "N", "C", "C", "C", "C", "C", "N", "C", "C", "C", "C", "I", "C", "C", "C", "C", "N", "H", "H", "H", "H", "H", "H", "H", "H", "H", "H", "H", "H", "H", "H", "H", "H", "H", "H", "H", "H", "H", "H", "H", "H", "C", "C", "C", "C", "C", "C", "O", "N", "C", "O", "N", "C", "O", "H", "H", "H", "H", "H", "H", "H", "H", "H", "H", "H"],
  "xyz": [[-0.329364, -0.504499, 0.600956], [-6.007727, 5.430558, 5.719375], [-5.036021, 3.859868, 4.803340], [-4.169923, 3.078423, 5.595306], [-3.415800, 2.090546, 4.901026], [-3.438004, 1.909808, 3.493436], [-4.390394, 2.643969, 2.791680], [-5.233662, 3.560929, 3.447484], [-2.442657, 1.104671, 2.777696], [-2.916756, -0.040372, 2.065361], [-4.263272, -0.471953, 2.072583], [-4.346145, -1.516030, 1.160851], [-3.120739, -1.758039, 0.628975], [-2.795195, -2.660222, -0.414473], [-3.855527, -3.485454, -0.973795], [-3.867249, -4.790524, -0.556784], [-4.795793, -5.731318, -0.973158], [-5.743747, -5.360635, -1.863719], [-7.266144, -6.712926, -2.361071], [-5.800999, -4.053060, -2.329188], [-4.875785, -3.126820, -1.894516], [-1.580053, -2.852637, -1.006243], [-0.392955, -2.145963, -0.537852], [0.660573, -2.753797, -1.134796], [2.032679, -2.588315, -0.997861], [2.941496, -3.180874, -2.017368], [2.970945, -2.610646, -3.328984], [3.916616, -2.959860, -4.226157], [4.789662, -3.998777, -3.916083], [6.136158, -4.755034, -5.215243], [4.763763, -4.585708, -2.610846], [3.835037, -4.147078, -1.680823], [2.545226, -1.547872, -0.240918], [3.906553, -1.198846, -0.087293], [4.031148, -0.259546, 0.846923], [2.648741, 0.069121, 1.227507], [1.784219, -0.716672, 0.543158], [2.378549, 1.056483, 2.083937], [1.072950, 1.305293, 2.626040], [0.767433, 2.364596, 3.545905], [-0.530507, 2.404436, 3.711587], [-1.117122, 1.381129, 2.912154], [-0.061770, 0.732365, 2.213887], [3.453219, 1.764295, 2.833546], [3.825577, 1.445762, 4.111355], [4.945601, 2.138225, 4.702544], [5.679670, 2.948147, 3.934595], [7.391037, 3.780441, 4.914131], [5.326646, 3.333202, 2.649638], [4.265380, 2.661031, 2.084810], [0.125244, -3.744602, -2.117755], [-1.170118, -3.815369, -1.983584], [-2.193748, -0.807267, 1.133977], [-3.996334, 3.242255, 6.611279], [-2.773914, 1.426430, 5.528318], [-4.479546, 2.589497, 1.706682], [-5.954888, 4.116188, 2.947477], [-5.035479, -0.002317, 2.682153], [-5.303621, -1.922836, 0.960584], [-3.127792, -5.138172, 0.082251], [-4.752757, -6.707237, -0.573270], [-6.517692, -3.685785, -3.060070], [-4.884462, -2.074433, -2.159652], [2.233655, -1.886845, -3.572283], [4.000035, -2.475873, -5.196294], [5.399872, -5.461937, -2.492976], [3.785714, -4.523902, -0.710472], [4.711074, -1.676145, -0.640591], [4.868586, 0.202459, 1.291335], [1.567573, 2.995777, 3.903988], [-1.147438, 3.137206, 4.208964], [3.226084, 0.744770, 4.679402], [5.248086, 1.919854, 5.689985], [5.901266, 4.161189, 2.077336], [4.001587, 2.892904, 1.040756], [0.757203, -4.410191, -2.708538], [-1.875824, -4.426887, -2.492313], [-0.714487, 1.381769, -4.810794], [0.569430, 2.071064, -4.336608], [0.726540, 2.348364, -2.801164], [2.234180, 2.670031, -2.690464], [2.712515, 2.691975, -1.205225], [-0.083762, 3.597810, -2.437432], [0.099987, 4.712862, -2.863754], [-1.087227, 3.299276, -1.553666], [-1.387286, 2.101342, -0.850449], [-2.343382, 2.156865, -0.097988], [-0.470858, 1.044455, -0.962919], [0.501110, 1.099553, -1.980067], [1.146438, 0.116656, -2.231007], [-0.616643, 1.113560, -5.889693], [-1.656558, 1.943510, -4.662145], [-0.794587, 0.370529, -4.314526], [0.774752, 3.075488, -4.751316], [1.395376, 1.422546, -4.690937], [2.369613, 3.682626, -3.144212], [2.794548, 1.956941, -3.277636], [2.118321, 3.336757, -0.556391], [3.822711, 2.872141, -1.166205], [2.698947, 1.654241, -0.828836], [-1.697623, 4.061087, -1.365871]],
  "forces_ev_per_angstrom": [[0.60, 0.98, -1.23], [-0.34, 0.32, 0.08], [0.53, -1.21, 0.23], [0.27, -0.91, -3.68], [0.20, -0.14, 0.89], [-0.63, 1.12, 1.38], [-0.74, 0.70, 0.00], [1.87, -0.74, 1.46], [-0.17, -1.77, -0.09], [0.07, -0.15, -1.35], [0.79, 0.23, -0.08], [-2.09, 1.10, 1.72], [3.01, 1.48, -0.69], [0.27, 0.68, -0.83], [-1.92, -1.07, -0.63], [-0.71, -0.50, -0.62], [0.57, 0.57, 0.23], [-1.37, 0.20, -0.67], [0.11, 0.06, -0.13], [0.09, 0.80, -0.53], [1.35, 0.60, 1.26], [1.75, 1.91, 1.85], [-0.35, -1.38, -0.35], [-1.68, -0.97, -1.38], [0.15, 1.42, -0.44], [-0.49, 1.22, -1.21], [-0.65, -0.31, 2.23], [1.06, -0.69, -1.23], [-0.51, -0.32, 2.76], [0.80, -0.28, -1.01], [0.04, -0.02, -2.24], [0.70, -0.08, -1.09], [-1.72, -0.11, 0.44], [2.25, -0.69, -0.64], [-1.59, 0.06, -0.03], [1.45, -0.53, -0.92], [-1.27, -0.44, 0.16], [-1.64, 0.91, 3.05], [0.05, 0.25, -1.11], [3.08, 0.05, -0.16], [-2.62, 0.76, 0.18], [1.23, -0.40, -0.82], [-1.16, -0.50, 0.04], [1.55, 0.01, -1.96], [0.72, 1.21, 1.06], [-2.34, -2.47, -0.73], [1.65, 2.09, 0.23], [-0.36, -0.03, -0.47], [0.99, 0.97, -1.20], [-0.70, 0.61, -0.30], [3.07, -0.21, 0.60], [-2.25, 0.51, 0.20], [-1.37, -0.41, 1.11], [0.00, 0.21, 1.41], [-0.35, 0.66, -0.73], [0.18, -0.27, 0.22], [-1.05, 0.81, -1.15], [0.16, -0.42, -0.35], [-0.35, -0.93, -0.49], [1.35, -0.41, 1.30], [0.01, -0.93, 0.29], [-0.14, -0.47, 0.21], [-0.34, -0.15, -0.45], [-0.45, 0.74, -0.09], [-0.21, -0.08, 0.13], [-0.07, 0.35, 0.52], [0.14, -0.82, 1.45], [-0.18, 0.05, 0.18], [0.85, 0.26, 0.10], [-0.38, 0.15, 0.29], [0.27, -0.04, 0.28], [0.15, -0.01, 0.13], [0.13, -0.27, 0.90], [-0.99, -1.76, 1.05], [-0.01, -0.19, 0.66], [-0.23, 0.43, 0.12], [-0.21, -0.46, -0.34], [-0.11, -0.91, -0.20], [-0.03, 0.03, -0.09], [1.04, 0.26, -1.21], [0.06, 1.65, 1.25], [1.34, -1.21, -1.02], [0.05, -1.58, 0.47], [0.04, -0.10, -0.12], [0.06, -0.29, -0.37], [1.38, 0.21, 0.41], [0.28, -0.63, -0.28], [-0.39, 0.57, 0.12], [-2.17, 0.20, 0.96], [0.87, -0.91, -0.33], [-0.16, 0.49, 0.65], [0.53, -0.22, 0.00], [-0.06, 1.07, -0.21], [-0.48, -0.50, -0.31], [-0.29, 0.34, 0.54], [-0.02, -0.76, 0.28], [0.16, -0.23, 0.10], [0.24, 0.13, -0.05], [-1.07, 0.59, 0.00], [-0.48, 0.39, 0.02], [-0.64, 0.46, 0.37]],
  "lowdin_charge": [0.64, 0.89, -0.76, -0.13, -0.02, -0.20, -0.01, -0.12, -0.07, -0.20, 0.02, -0.01, -0.19, -0.08, -0.21, -0.03, -0.15, -0.73, 0.86, -0.14, 0.00, -0.15, 0.11, -0.18, -0.08, -0.21, -0.01, -0.15, -0.79, 0.93, -0.13, -0.05, -0.21, 0.02, 0.06, -0.25, 0.12, -0.08, -0.19, 0.01, 0.01, -0.18, 0.12, -0.22, 0.01, -0.16, -0.71, 0.81, -0.13, -0.03, 0.03, 0.00, 0.09, 0.07, 0.13, 0.13, 0.07, 0.12, 0.11, 0.11, 0.09, 0.10, 0.13, 0.11, 0.10, 0.08, 0.11, 0.13, 0.11, 0.12, 0.12, 0.13, 0.07, 0.14, 0.10, 0.13, 0.12, -0.08, -0.18, -0.29, -0.16, -0.07, -0.42, 0.10, 0.20, -0.47, 0.07, 0.15, -0.45, 0.08, 0.08, 0.08, 0.09, 0.12, 0.12, 0.13, 0.11, 0.09, 0.09, 0.05, 0.15]
}



| no. | DFT total energy (Ha) |
| --- | --- |
| 1 | -4161.974743 |
| 2 | -5672.507346 |